[1]
75
Properties=species:S:1:pos:R:3:lowdin_charge:R:1 method="wB97M-V/def2-TZVPD" orbital_gap_ev="4.49 / 4.49" homo_ev="-9.5 / -9.5" charge=+1
Y -0.49823 -0.59466 -0.87541 1.4297
Se 1.49693 -0.07520 3.85870 0.7025
P 2.16812 3.01472 1.32983 0.7584
P 0.77862 -3.63116 0.10034 0.7697
N 0.72844 -0.54305 1.05281 -0.0743
C -2.38403 -0.39233 1.82106 -0.2443
C -2.11695 0.97767 2.05799 -0.2226
C 2.85695 4.55966 0.62613 -0.3235
C 0.37709 1.29584 -1.87194 -0.2124
C -2.82214 -0.52687 0.46700 -0.3373
C -3.32760 -1.76578 -0.18640 -0.0573
C -2.74865 0.77665 -0.14389 -0.3388
C 1.09721 -3.79227 1.90236 -0.2751
C -2.34240 -1.46789 2.83224 -0.0404
C -2.28476 1.69067 0.84923 -0.2318
C 1.41007 -1.38534 -3.46804 -0.1428
C 0.06786 -5.27409 -0.28890 -0.2853
C 1.07494 -0.35613 2.18340 -0.8935
C -0.94369 0.42726 -3.95897 -0.1464
C -0.10654 1.55937 -3.28718 -0.1405
C -1.06800 -0.87625 -3.18474 -0.1868
C 1.69263 3.58462 3.00752 -0.3105
C 0.02126 -1.69546 -2.92694 -0.2068
C 3.73385 2.13192 1.72000 -0.3168
C 2.47785 -3.78450 -0.57739 -0.2812
C -2.16296 3.15520 0.69498 -0.0443
C -3.32334 1.16648 -1.45388 -0.0587
C -1.84233 1.56516 3.38785 -0.0389
C 1.46433 0.47275 -1.62835 -0.1982
C 2.20405 -0.26632 -2.73026 -0.1357
H -3.34981 -2.60883 0.51956 0.0839
H -0.95769 1.10495 3.85913 0.0112
H 0.74961 1.78573 -3.94596 0.1269
H 1.63092 2.71425 3.67849 -0.0239
H -3.27057 -1.50232 3.42771 0.0986
H 0.05221 2.01945 -1.10184 0.1109
H 2.01163 -2.31033 -3.42740 0.1075
H 2.89173 -4.77464 -0.34553 0.0520
H 4.48692 2.83743 2.09541 0.0444
H -2.71858 -2.09683 -1.06132 0.0451
H -1.95857 0.81949 -4.14484 0.1172
H -1.66870 2.64492 3.31742 0.0712
H 2.03716 5.27404 0.48702 0.0342
H -0.71868 2.47682 -3.27378 0.1223
H -2.69843 1.41271 4.06402 0.0963
H -1.50213 -1.31947 3.52660 0.0659
H -2.03534 3.44474 -0.35523 0.0699
H -3.05451 3.68357 1.07387 0.1010
H -0.54403 -5.18663 -1.19902 0.0285
H 0.13197 -3.79307 2.42936 0.0429
H -0.57575 -5.60661 0.53648 0.0489
H 3.53525 1.34078 2.45946 -0.0204
H 3.11041 -3.00693 -0.13022 0.0473
H -4.35800 -1.62316 -0.55754 0.1020
H 3.62255 4.98708 1.28485 0.0411
H 1.63198 -4.72678 2.11687 0.0586
H -0.51896 0.24055 -4.96101 0.1320
H 3.10227 -0.72803 -2.28475 0.1212
H 4.09742 1.67027 0.79086 0.0249
H 0.86850 -6.00530 -0.46156 0.0473
H 2.46744 -3.63820 -1.66540 0.0177
H -2.66753 1.86302 -1.99680 0.0618
H 2.01224 0.55089 -0.67482 0.0909
H -0.13940 -2.74573 -2.63354 0.1043
H 0.69777 4.04473 2.93146 0.0235
H -2.21718 -2.45177 2.36141 0.0625
H -1.29516 3.53794 1.25437 0.0642
H 2.41119 4.32152 3.38619 0.0453
H 1.35554 -1.12334 -4.54063 0.1303
H 3.29417 4.32611 -0.35239 0.0301
H -3.51202 0.30004 -2.10029 0.0677
H 2.58227 0.44363 -3.48910 0.1325
H -2.08486 -1.29677 -3.15357 0.1271
H 1.67632 -2.93420 2.26851 0.0118
H -4.29014 1.68359 -1.32165 0.1053

[2]
93
Properties=species:S:1:pos:R:3:lowdin_charge:R:1 method="wB97M-V/def2-TZVPD" orbital_gap_ev=2.07 homo_ev=-6.0
Br -8.05317 -2.11062 -4.31164 -0.3956
Br 1.57198 -0.79216 1.11061 0.6285
Br 2.69091 -3.74643 1.42594 0.6403
Br -0.35294 -3.27800 0.57226 0.6426
P 9.11041 0.48221 -0.53064 0.7397
Na -12.39547 0.08216 1.28818 0.8199
O -1.38605 0.46878 -1.63214 -0.1478
O -8.82366 2.01078 1.31190 0.1360
O -11.34186 1.15976 5.88696 0.1490
O 4.69362 1.04884 3.23769 -0.0628
O 7.64387 0.23469 -0.26267 -0.3047
O -6.05721 3.60353 1.22156 -0.1408
O 4.10553 -0.98011 3.69957 -0.1042
O 5.03783 -0.52707 1.79631 -0.1366
N 9.36136 1.47621 0.90493 -0.3002
N 9.66871 -1.14403 -0.29158 -0.3047
N -3.22357 0.80739 -4.52716 0.1922
N -2.47590 -4.41572 -1.70099 0.1557
N 10.55803 1.06706 -1.25936 -0.3067
N 4.61421 -0.14739 2.91765 -0.6610
N -8.25217 -0.31845 -0.91580 -0.0099
C -2.57551 0.49303 0.56168 -0.0482
C -6.90729 -0.76008 -1.37444 -0.3321
C -3.28027 -2.35964 -3.13589 -0.2453
C -10.75695 1.35677 4.85015 -0.3635
C -5.43458 -2.85786 -1.75354 -0.1898
C -9.38588 1.81995 2.36335 -0.3482
C 10.23441 1.10639 2.01052 -0.1616
C -2.77274 -3.58413 -2.43757 -0.1798
C 10.87793 -1.55374 0.38685 -0.1267
C 1.14412 -2.61522 1.58664 -1.5815
C -5.79837 4.40035 0.06735 -0.1454
C -6.83599 -2.27931 -1.45257 -0.3105
C -4.59491 -1.80832 -2.53226 -0.1772
C -2.49028 0.99130 -0.90879 -0.2492
C -8.69514 1.96814 3.66255 0.0533
C -2.19363 -1.24558 -3.25435 -0.2092
C -1.50038 -0.90374 -1.90410 -0.2184
C -10.81891 1.41894 2.39585 -0.0112
C 11.58523 1.90858 -0.66732 -0.1303
C 9.22438 -2.09644 -1.30784 -0.1431
C 8.10113 1.89467 1.55198 -0.1428
C -2.83018 -0.06470 -3.89499 -0.1874
C -9.33100 1.75468 4.81429 0.0474
C -11.46146 1.20260 3.54319 0.0369
C 11.04311 0.40972 -2.47227 -0.1357
Li 2.88870 -1.30289 -0.98253 0.7190
H -7.53196 -2.60938 -2.26934 -0.0991
H -2.32232 2.07439 -0.86041 0.1185
H -4.29541 -1.05826 -1.78599 0.0905
H -4.90757 -3.03130 -0.80618 0.1023
H 10.94659 -2.64193 0.41599 0.0795
H -0.47282 -1.28624 -1.97192 0.1046
H -3.46795 -0.13505 0.68034 0.0681
H 7.36444 2.27146 0.85176 0.0711
H -7.24923 -2.65628 -0.50080 0.0965
H -8.84100 1.85990 5.77317 0.1353
H -1.43625 -1.63874 -3.94300 0.1474
H -6.98004 3.72732 1.45502 0.0372
H 11.44624 -0.59072 -2.28709 0.0673
H 9.63782 -1.88347 -2.30273 0.0554
H -8.15506 0.34211 -0.15480 0.0070
H -5.19421 -1.35376 -3.32464 0.0901
H 9.49093 -3.12137 -1.05115 0.0760
H 8.29391 2.69601 2.27180 0.0794
H -11.29907 1.32137 1.43427 0.0690
H -5.48644 -3.76379 -2.36518 0.1114
H -6.18222 -0.32170 -0.66644 0.1039
H 8.13616 -2.05997 -1.40449 0.0681
H -2.54666 1.30767 1.28358 0.0735
H 0.85452 -2.60456 2.62950 -0.0096
H 11.85500 0.96764 -2.93713 0.0755
H -12.50990 0.91011 3.58932 0.1283
H 11.16476 2.73960 -0.10748 0.0822
H 10.24912 0.33317 -3.21781 0.0797
H -6.75351 -0.29652 -2.35430 0.0710
H -7.65227 2.25780 3.62009 0.1363
H 9.90860 0.18997 2.51823 0.0832
H 11.80971 -1.20085 -0.08207 0.0729
H 12.21043 2.36742 -1.43778 0.0763
H -6.43291 4.08304 -0.76364 0.0802
H 10.21671 1.90269 2.75906 0.0809
H 12.26142 1.32075 -0.04271 0.0720
H -3.44535 0.88455 -1.44241 0.1023
H -1.73128 -0.19356 0.70755 0.0435
H -8.69328 0.20242 -1.66556 0.0488
H -1.98530 -1.48681 -1.11243 0.0776
H 7.64815 1.07391 2.11858 0.0823
H -4.75602 4.26722 -0.20990 0.0755
H -3.49323 -2.67341 -4.16699 0.1565
H 11.28847 1.01589 1.75702 0.0547
H 10.88713 -1.23992 1.42720 0.0526
H -5.97886 5.45627 0.28432 0.0762

[3]
72
Properties=species:S:1:pos:R:3:lowdin_charge:R:1 method="wB97M-V/def2-TZVPD" orbital_gap_ev=8.54 homo_ev=-11.0 charge=+1
N -6.18683 -0.87998 -0.41263 -0.3466
C -6.35950 -2.27654 -0.09551 0.0009
C -4.09318 0.56784 -0.25318 -0.2610
C 5.20180 -0.01619 -0.06047 -0.2560
C -2.65392 0.89215 0.20999 -0.2513
C -2.03007 1.97932 -0.26641 -0.2855
C 10.35015 -1.08792 -0.26750 -0.2744
C 4.21577 1.08524 0.20731 -0.2594
C 2.78725 0.77793 -0.29704 -0.2117
C -6.96083 -0.06226 0.64458 -0.0563
C 9.18953 -0.25406 0.27835 -0.2100
C -11.24436 -0.69750 0.06346 -0.0502
C 7.76689 -0.71057 -0.39024 -0.0818
C 6.63041 0.33519 0.36320 -0.1739
C -9.12203 -0.94783 1.20975 -0.0399
C -10.56109 -1.38886 1.02197 -0.0382
C -9.21748 0.51499 -0.65596 -0.1034
C 12.68429 -1.82649 -0.16067 -0.1617
C -10.51931 0.40613 -0.66242 -0.0348
C 11.73744 -0.87639 0.29797 -0.3717
C -0.75910 2.42902 0.33968 -0.2320
C 1.82763 1.65594 0.35802 -0.2070
C 0.32988 1.59206 -0.13992 -0.2326
C -8.46604 -0.11501 0.34057 -0.2577
C -4.73164 -0.70912 0.07423 -0.1475
C -6.53334 -0.47097 -1.57962 -0.1049
H 12.73649 -1.63755 -1.21526 0.0809
H 12.44566 -2.78617 0.43402 0.1215
H 6.81980 0.34491 1.69438 0.1802
H -6.28060 0.66594 -2.16645 0.2399
H -5.80304 -1.08001 -2.20244 0.1561
H -8.59747 1.21437 -0.95653 0.0698
H 4.54550 2.18648 0.27473 0.1469
H 0.17042 0.40525 0.03631 0.1474
H -0.20285 3.21541 0.30840 0.0663
H 9.14126 -0.39584 1.43298 0.1270
H -11.05056 -2.01893 1.89972 0.1510
H 7.80548 -0.47545 -1.23687 -0.0221
H -2.54103 2.88590 0.22808 0.1689
H 1.97636 1.68845 1.35793 0.0759
H -0.67317 2.27248 1.41854 0.1408
H 4.94436 -0.90952 0.08924 0.0282
H -8.60991 -1.71938 1.74790 0.0905
H -2.10645 -0.00227 -0.43340 0.1754
H 10.24656 -1.18984 -1.29592 0.0717
H 5.33089 0.27711 -1.29607 0.1855
H -4.58389 -0.82376 1.17257 0.1584
H -4.01758 -1.28450 -0.64023 0.1818
H 0.25235 1.55867 -1.19682 0.1035
H -6.20239 -2.75181 0.94196 0.1716
H 2.07773 2.77257 0.05655 0.1571
H -1.91678 2.17582 -1.19447 0.0783
H 2.64512 -0.35966 0.15562 0.1868
H 11.91111 0.27933 0.15861 0.1486
H -2.70728 0.61215 1.37779 0.1879
H -7.44739 -0.72064 -1.92180 0.0760
H 13.68284 -1.60426 0.24839 0.0779
H -4.19583 0.79487 -1.34931 0.1162
H -6.84548 0.97655 0.40009 0.1088
H 9.25347 0.77252 0.14476 0.0648
H -5.92853 -2.95979 -0.63881 0.0537
H -12.30390 -0.65780 -0.01510 0.0906
H -6.85650 -0.18192 1.84286 0.2098
H 2.96131 0.75992 -1.17558 0.0003
H 7.01765 1.37592 -0.04061 0.1226
H -11.20436 1.09686 -1.30200 0.1505
H 9.92924 -2.30402 0.08194 0.1891
H -4.80024 1.57008 0.13423 0.1821
H -7.46118 -2.32894 -0.30383 0.1331
H 11.43182 -1.00906 1.46347 0.1505
H 4.20751 0.93574 1.35128 0.1230
H 7.52118 -1.55227 -0.03839 0.0242

Short version: total energy = -4156.51063 -12772.22273 -1033.98803 a.u., in the order given.
Short version: ΔE to the lowest compared entry with this formula, charge and spin = 19.0 26.3 468.1 kcal per mole, in the order given.